DFT (ωB97M-V with the def2-TZVPD basis set) results for 2 unconnected molecules or ions with the total composition C2H5NSi in a non-equilibrium geometry.

```
! RIJCOSX wB97M-V def2-TZVPD def2/J DEFGRID3
* xyz 0 1
C -1.98760 -0.97470 0.01960
C -0.81728 -0.81808 -0.20308
N 0.37096 -0.38575 -0.51480
Si 1.91260 -0.57825 -0.02102
H -2.82025 -1.41732 0.49353
H -0.67621 2.12975 -0.21679
H -1.11296 2.71504 -0.35084
H 2.60742 0.68878 -0.24515
H 2.52330 -1.35948 1.03854
*
```

E_LUMO (alpha / beta) (eV): -1.19 / -1.19
Gap between HOMO and LUMO (alpha / beta) (Ha): 0.273 / 0.273
Energy above the lowest of the compared OMol25 structures with the same formula, charge and spin (kcal/mol): 84.2
Strongest force on any atom (eV/A): 2.262
E (eV): -11518.1540
HOMO level (alpha / beta) (eV): -8.63 / -8.63

---

DFT (ωB97M-V with the def2-TZVPD basis set) results for C2H5O in the gas phase in a non-equilibrium geometry.

```
! RIJCOSX wB97M-V def2-TZVPD def2/J DEFGRID3
* xyz 0 2
C -0.18762 -0.44326 0.24158
O 0.78005 -0.73848 -0.65478
C -0.46744 1.06834 0.31128
H 0.23261 -0.65756 1.24599
H -1.07895 -1.07906 0.17017
H -1.34852 1.32135 0.89660
H -0.46268 1.50504 -0.68438
H 0.34711 1.56731 0.80907
*
```

E_LUMO (alpha / beta) (eV): 1.14 / -1.37
Gap between HOMO and LUMO (alpha / beta) (Ha): 0.437 / 0.322
Energy above the lowest of the compared OMol25 structures with the same formula, charge and spin (kcal/mol): 0.0
Strongest force on any atom (eV/A): 1.062
E (eV): -4200.1299
HOMO level (alpha / beta) (eV): -10.76 / -10.15

---

DFT (ωB97M-V with the def2-TZVPD basis set) results for 2 unconnected molecules or ions with the total composition C2H5O2 in a non-equilibrium geometry.

```
! RIJCOSX wB97M-V def2-TZVPD def2/J DEFGRID3
* xyz -1 1
O 2.15087 -1.24290 -0.82353
H 2.83059 -1.35755 -0.17629
C -0.60829 -0.31817 -0.66339
C -0.43797 0.42895 0.49319
O -1.46497 1.16989 0.95460
H 0.00639 -1.14236 -0.88269
H -1.40414 -0.11254 -1.37585
H 0.53744 0.50049 0.96954
H -1.17993 2.03141 1.43800
*
```

E_LUMO (eV): 3.52
Gap between HOMO and LUMO (Ha): 0.208
Energy above the lowest of the compared OMol25 structures with the same formula, charge and spin (kcal/mol): 75.1
Strongest force on any atom (eV/A): 4.230
E (eV): -6247.8821
HOMO level (eV): -2.16

---

DFT (ωB97M-V with the def2-TZVPD basis set) results for 2 unconnected molecules or ions with the total composition C2H5O2.

```
! RIJCOSX wB97M-V def2-TZVPD def2/J DEFGRID3
* xyz -1 1
H -2.06622 0.39939 1.57170
H -2.80207 0.27180 1.74643
O 0.34182 0.82738 1.07323
O 2.35998 0.41970 0.10478
C 1.10402 0.34077 0.19356
C 0.39702 -0.42964 -0.95547
H 0.15479 0.28403 -1.76082
H 1.04982 -1.21725 -1.36793
H -0.53917 -0.89619 -0.60549
*
```

E_LUMO (eV): 4.77
Gap between HOMO and LUMO (Ha): 0.316
Energy above the lowest of the compared OMol25 structures with the same formula, charge and spin (kcal/mol): 9.6
Strongest force on any atom (eV/A): 0.796
E (eV): -6250.7240
HOMO level (eV): -3.83

---

DFT (ωB97M-V with the def2-TZVPD basis set) results for 2 unconnected molecules or ions with the total composition C2H5O3 in a non-equilibrium geometry.

```
! RIJCOSX wB97M-V def2-TZVPD def2/J DEFGRID3
* xyz -1 1
O 0.34996 1.29243 -0.69277
C -0.58973 0.48958 -0.90621
O -1.77987 0.61788 -1.21997
C -0.17782 -1.02103 -0.55674
H -0.64603 -1.21647 0.40744
H -0.35481 -1.81389 -1.28479
H 0.90199 -1.15698 -0.46588
H 1.26447 0.98267 1.00735
H 0.04421 1.00081 1.78808
O 0.98763 0.82501 1.92349
*
```

E_LUMO (eV): 4.41
Gap between HOMO and LUMO (Ha): 0.315
Energy above the lowest of the compared OMol25 structures with the same formula, charge and spin (kcal/mol): 10.8
Strongest force on any atom (eV/A): 2.446
E (eV): -8299.2103
HOMO level (eV): -4.16

---

DFT (ωB97M-V with the def2-TZVPD basis set) results for 2 unconnected molecules or ions with the total composition C2H5O3 in a non-equilibrium geometry.

```
! RIJCOSX wB97M-V def2-TZVPD def2/J DEFGRID3
* xyz -1 1
O -1.11227 -0.02249 -0.73420
C -0.00895 -0.59967 -0.92987
O 0.59219 -0.77697 -2.00173
C 0.70456 -1.08999 0.35725
H 0.00817 -1.37515 1.13874
H 1.37268 -1.93183 0.17216
H 1.31900 -0.28773 0.66973
H -1.18075 1.29025 0.49396
H -0.56220 2.55774 0.06486
O -1.13244 2.23583 0.76910
*
```

E_LUMO (eV): 4.41
Gap between HOMO and LUMO (Ha): 0.321
Energy above the lowest of the compared OMol25 structures with the same formula, charge and spin (kcal/mol): 3.7
Strongest force on any atom (eV/A): 1.328
E (eV): -8299.5171
HOMO level (eV): -4.33

---

Q: What is the formula in the fifth record?
A: C2H5O3

---

Q: Number 5 is which compound?
A: C2H5O3